Entry from OMol25: a 5-piece molecular cluster, C31H73N2O20P4 overall (ωB97M-V with the def2-TZVPD basis set).

Its LUMO energy is -1.45 eV. Its total charge is -1. As for the spin multiplicity: 1. The calculation puts the total energy at -114403.5111 eV. The calculation puts the highest occupied orbital energy at -4.4005 eV.

Last column: Mulliken charge in e.
CARTESIAN COORDINATES (ANGSTROEM)
C (1.811, 2.426, 10.260)  -0.8331
C (1.660, 1.230, 9.146)  -0.3292
O (2.940, 0.860, 8.517)  -0.0203
N (2.833, -0.354, 7.951)  -0.4525
C (3.789, -0.556, 6.797)  0.4122
C (3.480, 0.354, 5.468)  -0.3280
C (2.096, -0.024, 4.674)  -0.2521
C (2.053, 0.977, 3.334)  0.1854
N (3.353, 1.388, 2.613)  -0.6142
O (0.887, 1.432, 2.808)  -0.4760
C (3.910, -2.182, 6.488)  0.0753
O (5.148, -2.742, 6.410)  -0.6936
O (2.774, -3.096, 6.292)  -0.7334
H (2.774, 3.073, 10.021)  0.1933
H (1.970, 1.910, 11.304)  0.2329
H (0.819, 3.072, 10.286)  0.2837
H (1.109, 0.287, 9.624)  0.3300
H (0.959, 1.631, 8.289)  0.2342
H (1.845, -0.598, 7.709)  0.3564
H (4.869, -0.224, 7.182)  -0.0997
H (3.407, 1.485, 5.800)  0.1517
H (4.414, 0.254, 4.747)  0.1952
H (2.093, -1.126, 4.218)  0.2850
H (1.125, 0.148, 5.306)  0.2172
H (3.836, 2.058, 3.252)  0.3060
H (3.987, 0.557, 2.502)  0.3426
O (6.403, 2.926, 6.053)  -0.6298
P (7.925, 2.881, 6.334)  1.1782
O (7.740, 3.397, 7.903)  -0.3705
C (6.969, 2.595, 8.784)  -0.3541
C (7.747, 1.379, 9.246)  -1.0900
O (8.213, 4.348, 5.599)  -0.3918
C (7.532, 4.648, 4.389)  -0.3205
C (6.374, 5.595, 4.668)  -1.0891
O (9.625, 2.830, 6.648)  -0.5015
C (10.310, 3.904, 7.291)  -0.0288
C (10.583, 3.585, 8.752)  -1.0915
H (6.030, 2.288, 8.314)  0.3762
H (6.707, 3.212, 9.649)  0.2479
H (8.149, 0.818, 8.395)  0.2798
H (7.112, 0.717, 9.839)  0.4244
H (8.598, 1.679, 9.864)  0.2984
H (7.186, 3.732, 3.897)  0.2950
H (8.243, 5.128, 3.711)  0.3590
H (5.769, 5.272, 5.519)  0.2526
H (5.727, 5.686, 3.789)  0.3623
H (6.755, 6.594, 4.921)  0.3222
H (9.782, 4.858, 7.207)  0.2030
H (11.266, 4.015, 6.771)  0.4084
H (9.699, 3.767, 9.366)  0.1476
H (11.378, 4.223, 9.146)  0.4382
H (10.863, 2.535, 8.887)  0.2611
O (-2.199, 6.675, 0.809)  -0.6965
P (-3.127, 5.441, 0.928)  1.0967
O (-1.955, 4.398, 0.383)  -0.3121
C (-0.755, 4.289, 1.133)  -0.4734
C (-0.959, 3.453, 2.382)  -0.7278
O (-3.903, 5.752, -0.513)  -0.3298
C (-4.235, 7.097, -0.831)  -0.3795
C (-3.238, 7.649, -1.839)  -1.0766
O (-4.163, 4.063, 1.061)  -0.4854
C (-4.283, 3.100, 0.015)  0.0264
C (-3.481, 1.847, 0.329)  -1.0570
H (-0.368, 5.277, 1.398)  0.3232
H (-0.006, 3.813, 0.492)  0.2924
H (-1.803, 3.823, 2.973)  0.3282
H (-0.060, 3.462, 3.003)  0.2917
H (-1.181, 2.415, 2.117)  0.1741
H (-4.270, 7.716, 0.072)  0.3242
H (-5.237, 7.104, -1.265)  0.3656
H (-2.202, 7.439, -1.559)  0.2803
H (-3.360, 8.732, -1.951)  0.3575
H (-3.394, 7.181, -2.820)  0.2933
H (-3.995, 3.495, -0.963)  0.1889
H (-5.342, 2.834, -0.041)  0.4168
H (-2.424, 1.987, 0.094)  0.1573
H (-3.829, 1.003, -0.273)  0.3791
H (-3.547, 1.584, 1.390)  0.2850
O (-3.808, -1.464, -2.842)  -0.6770
P (-2.768, -2.383, -3.528)  1.0745
O (-2.634, -1.389, -4.853)  -0.3460
C (-2.179, -0.061, -4.649)  -0.4005
C (-0.680, -0.018, -4.430)  -0.9530
O (-3.921, -3.441, -4.099)  -0.2738
C (-5.005, -3.789, -3.250)  -0.4654
C (-6.250, -3.016, -3.657)  -1.0523
O (-1.606, -3.410, -4.295)  -0.5334
C (-1.713, -3.782, -5.669)  0.1792
C (-0.759, -2.972, -6.532)  -1.2733
H (-2.699, 0.406, -3.807)  0.3571
H (-2.435, 0.517, -5.543)  0.2576
H (-0.376, -0.703, -3.632)  0.2700
H (-0.356, 0.993, -4.172)  0.4136
H (-0.150, -0.325, -5.337)  0.2215
H (-4.752, -3.610, -2.199)  0.4936
H (-5.188, -4.861, -3.357)  0.3570
H (-6.049, -1.951, -3.804)  0.2603
H (-7.038, -3.124, -2.903)  0.3872
H (-6.635, -3.394, -4.613)  0.2374
H (-2.732, -3.699, -6.055)  -0.0381
H (-1.429, -4.837, -5.726)  0.5073
H (-1.171, -1.987, -6.756)  0.1642
H (-0.588, -3.469, -7.491)  0.4534
H (0.202, -2.817, -6.030)  0.3632
O (-5.336, -8.045, -10.824)  -0.7069
P (-4.651, -7.280, -9.666)  0.9927
O (-6.093, -6.704, -9.076)  -0.3274
C (-7.064, -7.647, -8.647)  -0.4572
C (-6.708, -8.227, -7.292)  -0.8535
O (-4.220, -5.991, -10.630)  -0.3172
C (-3.739, -6.252, -11.941)  -0.3992
C (-4.839, -5.985, -12.957)  -1.0810
O (-3.885, -6.424, -8.371)  -0.4154
C (-4.213, -5.071, -8.058)  0.0984
C (-5.124, -4.995, -6.845)  -0.9851
H (-7.184, -8.448, -9.382)  0.3831
H (-8.024, -7.126, -8.581)  0.2891
H (-5.689, -8.627, -7.287)  0.2446
H (-7.403, -9.024, -7.019)  0.3977
H (-6.754, -7.454, -6.519)  0.1803
H (-3.364, -7.278, -12.023)  0.3227
H (-2.895, -5.586, -12.131)  0.3826
H (-5.791, -6.440, -12.670)  0.2770
H (-4.554, -6.360, -13.946)  0.3613
H (-5.025, -4.906, -13.039)  0.2947
H (-4.660, -4.535, -8.900)  0.2112
H (-3.269, -4.573, -7.821)  0.2872
H (-6.162, -5.193, -7.119)  0.3419
H (-5.100, -3.994, -6.405)  0.2607
H (-4.842, -5.730, -6.084)  0.2346

Entry from OMol25: a 5-piece molecular cluster, C31H75N6O3 overall (ωB97M-V with the def2-TZVPD basis set).

Its LUMO energy is 2.02 eV. Its total charge is -1. As for the spin multiplicity: 1. The calculation puts the total energy at -48445.7146 eV. The calculation puts the highest occupied orbital energy at -4.4264 eV.

Last column: Mulliken charge in e.
CARTESIAN COORDINATES (ANGSTROEM)
N (0.502, 2.777, 1.092)  -0.3852
C (0.038, 3.473, 2.291)  -0.3503
C (-0.790, 4.701, 1.948)  -0.8260
C (-2.022, 4.382, 1.096)  -0.7392
C (-3.182, 5.364, 1.290)  -0.7676
C (-4.508, 4.755, 0.841)  -1.0407
N (-5.138, 4.018, 1.914)  0.0034
O (-5.671, 5.050, 2.783)  -0.5390
C (-6.236, 3.166, 1.422)  -0.4904
C (-6.024, 1.683, 1.800)  0.3894
O (-5.965, 0.887, 0.838)  -0.6533
O (-5.965, 1.467, 3.018)  -0.7591
H (-0.190, 2.808, 0.357)  0.2497
H (0.700, 1.805, 1.276)  0.0676
H (0.913, 3.780, 2.873)  0.3498
H (-0.553, 2.818, 2.945)  0.2340
H (-1.105, 5.157, 2.890)  0.4124
H (-0.144, 5.437, 1.460)  0.3090
H (-1.736, 4.405, 0.041)  0.1922
H (-2.370, 3.375, 1.342)  0.5205
H (-2.990, 6.266, 0.700)  0.3556
H (-3.243, 5.667, 2.333)  0.4801
H (-4.310, 4.034, 0.046)  0.4996
H (-5.179, 5.524, 0.432)  0.4981
H (-5.957, 4.540, 3.550)  0.3441
H (-7.170, 3.484, 1.889)  0.3464
H (-6.364, 3.277, 0.342)  0.3081
C (5.002, -1.254, -0.361)  -0.8223
C (4.833, 0.256, -0.425)  -0.5636
N (4.332, 0.823, 0.811)  0.7451
C (3.883, 2.200, 0.688)  -0.5923
C (4.923, 3.280, 0.363)  -1.4257
C (5.090, 0.505, 2.007)  -0.7045
C (6.572, 0.904, 2.047)  -1.4222
H (4.068, -1.737, -0.066)  0.1755
H (5.287, -1.635, -1.343)  0.1245
H (5.781, -1.553, 0.342)  0.3136
H (4.103, 0.489, -1.205)  0.3581
H (5.786, 0.706, -0.750)  0.2658
H (3.367, 2.468, 1.613)  0.1658
H (3.109, 2.224, -0.083)  0.5065
H (5.551, 3.518, 1.221)  0.2721
H (4.409, 4.198, 0.073)  0.4644
H (5.571, 2.991, -0.466)  0.2679
H (5.019, -0.573, 2.176)  0.4049
H (4.568, 0.955, 2.856)  0.4809
H (7.084, 0.666, 1.113)  0.2633
H (7.079, 0.358, 2.846)  0.4229
H (6.708, 1.966, 2.244)  0.3082
C (1.328, -0.645, 2.086)  -1.3945
C (1.601, -1.667, 3.177)  -0.8310
N (1.983, -1.056, 4.438)  0.2886
C (2.498, -2.004, 5.406)  -0.6819
C (1.547, -3.081, 5.945)  -1.0216
C (1.064, -0.051, 4.951)  -0.5814
C (-0.393, -0.464, 5.197)  -1.1426
H (2.190, 0.011, 1.951)  0.3750
H (1.139, -1.152, 1.139)  0.4605
H (0.447, -0.040, 2.310)  0.3651
H (2.434, -2.302, 2.859)  0.5450
H (0.726, -2.330, 3.270)  0.2589
H (2.907, -1.437, 6.247)  0.3954
H (3.354, -2.505, 4.941)  0.3725
H (0.831, -2.674, 6.658)  0.2258
H (2.121, -3.851, 6.465)  0.4138
H (0.991, -3.571, 5.145)  0.2800
H (1.068, 0.792, 4.255)  0.1788
H (1.493, 0.343, 5.876)  0.4702
H (-0.793, -1.059, 4.376)  0.2483
H (-1.019, 0.425, 5.285)  0.4253
H (-0.510, -1.035, 6.117)  0.3190
C (-8.479, -1.002, -4.979)  -1.4440
C (-7.657, 0.273, -5.083)  -0.3276
N (-8.006, 1.260, -4.082)  0.1160
C (-7.426, 2.564, -4.335)  -0.7016
C (-5.898, 2.703, -4.283)  -0.8122
C (-7.946, 0.801, -2.696)  -0.7377
C (-6.620, 0.239, -2.178)  -0.7593
H (-9.547, -0.778, -5.016)  0.3339
H (-8.238, -1.665, -5.811)  0.4327
H (-8.274, -1.545, -4.057)  0.2967
H (-7.841, 0.726, -6.063)  0.4531
H (-6.588, 0.002, -5.064)  0.2496
H (-7.868, 3.270, -3.627)  0.3438
H (-7.767, 2.884, -5.327)  0.3981
H (-5.523, 2.678, -3.262)  0.0816
H (-5.602, 3.660, -4.719)  0.4005
H (-5.398, 1.916, -4.849)  0.2668
H (-8.723, 0.044, -2.561)  0.3643
H (-8.252, 1.635, -2.061)  0.2766
H (-6.157, -0.448, -2.893)  0.3077
H (-6.785, -0.303, -1.247)  0.3564
H (-5.905, 1.020, -1.936)  0.1116
C (6.643, -6.436, -1.962)  -1.5111
C (5.731, -5.239, -2.179)  -0.1309
N (5.455, -4.975, -3.580)  0.0686
C (4.826, -3.685, -3.806)  -0.6981
C (3.421, -3.455, -3.239)  -1.0254
C (4.913, -6.090, -4.336)  -0.7511
C (3.604, -6.724, -3.845)  -0.9567
H (7.574, -6.320, -2.520)  0.3370
H (6.888, -6.523, -0.902)  0.4443
H (6.174, -7.372, -2.265)  0.3062
H (6.223, -4.350, -1.775)  0.3325
H (4.815, -5.380, -1.582)  0.2425
H (4.811, -3.500, -4.884)  0.3505
H (5.495, -2.927, -3.387)  0.3811
H (2.654, -3.964, -3.821)  0.3243
H (3.186, -2.389, -3.263)  0.3942
H (3.340, -3.780, -2.201)  0.2384
H (5.677, -6.870, -4.378)  0.4073
H (4.789, -5.757, -5.369)  0.3547
H (3.601, -6.869, -2.764)  0.2433
H (3.473, -7.705, -4.307)  0.3747
H (2.733, -6.125, -4.106)  0.2793

no.,strongest force on any atom (eV/A)
1,9.9
2,0.6